#a
The following is a DFT calculation (ωB97M-V/def2-TZVPD) of 3 unconnected molecules or ions with the total composition C3H12NO3.

## Properties
HOMO level (alpha / beta) = -3.41 / -9.68 eV
expectation value of S² = 0.752

The geometry in ORCA input format:
```
! wB97M-V def2-TZVPD RIJCOSX def2/J DEFGRID3
* xyz 0 2
C 0.37072 0.44281 -1.31300
C 0.07989 -1.01027 -1.53266
C -1.26227 -1.63956 -1.78106
O -2.27082 -1.38734 -1.16843
N -0.24376 0.91525 -0.02160
H -0.19029 0.99822 -2.10732
H 1.36144 0.84974 -1.56535
H 0.43896 -1.59686 -0.65719
H 0.89433 -1.47142 -2.14491
H -1.13806 -2.39624 -2.58687
H 0.48110 1.07989 0.71836
H -0.64250 0.02168 0.42615
H -0.78607 1.82147 -0.10126
H -0.35658 5.24980 3.37465
H -0.57853 3.78890 3.86176
O -0.57798 4.37837 3.08382
H 2.00998 -3.74797 1.41129
H 0.90493 -3.38411 0.75129
O 1.50552 -2.91235 1.35232
*
```


#b
The following is a DFT calculation (ωB97M-V/def2-TZVPD) of 3 unconnected molecules or ions with the total composition C3H12NO3.

## Properties
HOMO level (alpha / beta) = -9.38 / -9.02 eV
expectation value of S² = 0.756

The geometry in ORCA input format:
```
! wB97M-V def2-TZVPD RIJCOSX def2/J DEFGRID3
* xyz 0 2
C -1.56622 -0.99010 0.35379
N -1.38754 0.00871 -0.80313
C -0.40589 -0.56386 -1.76477
C 1.07799 -0.29593 -1.47668
O 1.40366 1.13282 -1.57743
H -2.04104 -0.32625 1.12209
H -0.59009 -1.34167 0.58132
H -2.12118 -1.97908 0.16653
H -0.90337 0.81836 -0.38131
H -0.57476 0.02794 -2.64773
H -0.66881 -1.62286 -1.85228
H 1.63181 -0.90498 -2.23904
H 1.29135 -0.66502 -0.39420
H 1.34998 2.24598 1.01246
H 1.14023 1.38479 -0.67882
O 0.79587 1.41638 0.90523
H 0.69793 1.02920 2.62845
H 0.05471 0.05553 3.59090
O 0.81536 0.57002 3.45463
*
```


Relative to the most stable structure, the computed energies are #a 58.2; #b 0.0, all in kJ/mol.